Molecular formula: C33H41N7O11
Method: DFT, the ωB97M-V functional and the def2-TZVPD basis

XYZ file:
```
92
Properties=species:S:1:pos:R:3:forces:R:3:lowdin_charge:R:1
O -0.11834 5.98734 -4.59127 1.9737 -1.4817 1.0314 -0.012
O -0.32998 -1.13355 3.33921 0.1718 -0.4690 -0.9331 0.041
O -6.64133 0.63587 1.52198 0.4781 -0.8285 0.2436 0.085
O -4.57077 0.09273 1.57846 0.2037 -0.7576 0.2836 0.039
O -2.77498 5.37053 1.36967 3.0155 -1.0340 -0.6650 0.053
O -1.56370 -3.54305 -2.54396 0.2356 -0.3077 1.6112 -0.008
O -1.21080 4.22865 2.36416 0.1327 0.4716 -1.9229 0.049
O 4.05665 0.89031 -3.21700 0.1409 -0.6621 0.2157 0.074
O 0.75923 2.13177 -1.29520 -0.6081 -2.9191 -0.1767 0.156
O 3.20136 -0.98453 -2.64281 -1.1037 -0.8414 0.4644 0.050
O -1.12372 -0.84989 5.28537 -0.1893 -1.6246 -0.1885 0.095
N -5.71154 -0.00664 1.99468 -1.4614 1.4306 0.1943 -0.336
N 4.14650 -0.29073 -2.89492 1.5034 1.9624 -0.5444 -0.344
N 1.94368 4.94350 -4.31771 1.6163 1.4150 -0.3534 -0.185
N 0.16052 -4.59681 -1.47525 1.9178 -0.5745 0.1422 -0.147
N -1.57780 4.95242 1.42467 -3.0833 1.0726 2.1724 -0.309
N -0.89538 -1.56612 4.32157 -0.4951 0.2564 0.3722 -0.339
N -0.49123 0.34836 -0.65795 -1.3926 -0.2207 2.2154 -0.034
C -5.15223 -2.07556 5.06582 0.0670 -0.1369 -0.4162 -0.065
C 1.30786 -3.96834 -2.23964 0.1130 -1.8872 -0.2920 -0.035
C 0.63067 5.09120 -4.14376 -2.7511 1.4051 -1.4945 -0.340
C -0.85487 6.63182 -0.31559 -1.2337 -0.0308 0.5055 0.015
C -1.57637 -3.76894 5.45359 0.6668 1.4837 -0.6923 -0.002
C 0.67883 4.98714 0.47831 0.2949 -0.6386 0.5072 -0.031
C -7.29280 -0.82921 3.79734 0.2636 0.8376 1.4870 0.003
C -2.09549 -5.05253 5.40099 0.3907 0.8229 1.3653 -0.067
C 0.11502 7.26423 -1.07922 0.1354 -1.1682 0.6082 -0.038
C -7.44200 -1.30521 5.12644 1.1563 -0.4578 -1.6341 -0.035
C -2.44083 -5.59641 4.20994 -0.3351 -1.7124 -0.3280 -0.094
C 1.63667 5.54576 -0.33622 0.3553 0.0262 -0.5620 -0.080
C -1.34492 1.00689 0.29847 -0.6532 1.3573 0.0468 0.052
C -2.22532 -4.95034 3.03930 0.1454 0.9490 -0.4084 -0.077
C 5.57660 -2.15727 -2.29001 -0.9567 0.1978 0.4666 -0.022
C -0.59479 5.51414 0.50652 0.7285 0.7368 -1.0007 -0.147
C 0.49653 0.90645 -1.37599 1.3942 2.8766 -0.8538 -0.156
C -6.01739 -0.78105 3.24532 1.2398 -0.9488 -0.5208 -0.130
C -1.35956 -3.01951 4.26340 -0.9377 -1.3019 0.6641 -0.103
C -6.35046 -1.95856 5.75623 -1.5479 0.6811 -0.8567 -0.052
C -0.68873 -1.05406 -0.78555 0.2763 -0.9285 -0.1248 0.019
C 6.69654 -2.94160 -2.34985 -0.0336 -0.5230 0.3957 -0.083
C -1.71238 -3.65579 3.05513 -0.0249 0.9944 -0.1871 -0.017
C 7.74449 -1.18830 -3.56147 -0.4093 0.6130 -0.4243 -0.035
C 6.62947 -0.29264 -3.46634 -0.2599 -2.4687 0.2627 0.039
C 5.50363 -0.88494 -2.85975 0.5302 -0.6692 0.0636 -0.132
C -1.12797 -4.26670 -1.64227 0.2048 -0.0345 -1.4677 -0.366
C 1.36836 6.65785 -1.10557 -0.2162 0.5752 -0.5350 -0.069
C 2.65556 3.93823 -3.59038 0.0911 -0.5927 -0.9529 -0.071
C 0.57346 -5.70378 -0.49688 0.5935 2.2649 -0.2482 -0.016
C 2.76307 6.02531 -4.87769 -1.5150 1.2517 -1.0884 -0.038
C 7.79579 -2.48656 -3.00670 0.3502 1.8374 -0.5059 -0.060
C -4.94282 -1.47719 3.81245 -0.7892 0.5694 1.3633 -0.001
H -1.23014 2.08681 0.39175 0.8797 -0.1555 -0.1406 0.102
H -2.87210 -6.58254 4.12081 -0.0454 -0.1569 0.4206 0.120
H -8.13008 -0.29017 3.37923 0.1317 -0.1036 -0.4165 0.117
H -1.31569 0.53602 1.28108 0.2785 -0.2701 -0.0569 0.120
H -1.75056 -3.11749 2.11963 0.4870 0.2461 -0.0309 0.096
H -1.31750 -3.30061 6.39170 -0.0165 -0.0401 0.1428 0.120
H 2.16006 6.56694 -5.60647 -0.6142 -0.0795 0.0967 0.086
H 6.72744 -3.92618 -1.90708 -0.2314 0.0060 0.1919 0.116
H 0.23855 -1.55954 -1.05525 0.0524 0.0915 -0.0907 0.101
H 0.97714 4.13094 1.06512 -0.3241 -0.0329 0.2174 0.116
H 1.09564 -5.11312 0.25581 0.4916 -0.5300 0.2738 0.080
H 2.97788 6.82939 -4.17383 0.4591 -0.3839 0.4405 0.084
H 2.09746 7.03956 -1.80493 0.3052 0.0774 0.1600 0.103
H 1.89928 3.21406 -3.28754 0.5188 -0.0479 0.6351 0.061
H -2.53863 -5.48942 2.15746 0.1306 0.5285 -0.4348 0.110
H 0.96101 0.12759 -2.00035 0.5758 0.7661 -0.2110 0.146
H -1.36853 -1.19834 -1.62529 -0.3869 -0.3513 -0.1666 0.137
H 3.29192 4.37237 -2.81923 -0.2863 -0.2016 0.4145 0.090
H 0.17641 4.21372 -3.65808 0.0859 0.0215 0.3202 0.127
H 8.55865 -0.91476 -4.21624 0.2573 0.3951 0.2874 0.104
H -0.11129 8.15514 -1.64620 -0.0641 -0.1393 -0.0970 0.120
H -3.91487 -1.40160 3.48996 -0.2266 -0.0946 -0.6152 0.097
H -1.08128 -1.50473 0.12599 -0.1890 0.3035 -0.1207 0.116
H -1.68585 -4.83498 -0.88198 -0.8278 0.3030 -0.2520 0.129
H 2.00828 -3.31757 -1.71617 -0.8981 0.7118 0.4953 0.064
H 3.31304 3.44669 -4.30745 0.1599 -0.2458 0.1602 0.087
H 3.60272 5.81287 -5.53947 0.3195 -1.0076 0.8181 0.094
H 1.26658 -6.39159 -0.98124 -0.2159 0.0713 -0.0553 0.085
H 1.09193 -3.64955 -3.25937 -0.7908 0.5853 0.4903 0.096
H 6.54508 0.68258 -3.92265 0.3155 -0.0653 -0.0729 0.116
H -6.53486 -2.35520 6.74369 0.4031 -0.1419 0.0659 0.107
H -2.22652 -5.60494 6.31972 -0.0526 0.0381 0.0743 0.119
H 4.74958 -2.54860 -1.71617 -0.3097 0.1565 -0.2727 0.109
H -2.38223 0.95702 -0.03260 -0.3036 -0.6501 -0.2372 0.132
H -0.18560 -6.24655 0.06644 -0.5451 0.2542 -0.7445 0.079
H -4.33871 -2.65986 5.46976 0.1049 0.1296 0.2817 0.092
H 2.60722 5.08123 -0.42915 0.0710 -0.0562 0.2000 0.106
H 2.03148 -4.74595 -2.48418 -0.2117 -0.7252 0.1758 0.077
H -8.43821 -1.19206 5.52790 0.1658 -0.2026 0.4870 0.106
H 8.70086 -3.07580 -3.01264 0.0631 0.0593 -0.4296 0.115
H -1.86734 7.00333 -0.37285 -0.1057 0.0685 0.2910 0.119
```
Forces are in eV/Å.

Properties
Gap between HOMO and LUMO (alpha / beta) ... 7.96 / 3.47 eV
<S²> ... 0.78
Charge ... +1
HOMO energy (alpha / beta) ... -11.14 / -11.14 eV
Spin multiplicity ... 2

Molecular formula: C3H11NO4
Method: DFT, the ωB97M-V functional and the def2-TZVPD basis

XYZ file:
```
19
Properties=species:S:1:pos:R:3:forces:R:3:lowdin_charge:R:1
O 1.55963 3.41335 0.54687 0.2080 -0.3218 -0.5240 -0.054
O -1.82975 -0.31110 1.29528 0.0152 -1.3235 0.2594 0.061
O -2.24353 -2.15007 -2.46232 -0.5089 -0.3872 -0.2832 -0.072
O 0.48495 0.32207 2.23224 1.0451 0.4023 0.8690 -0.077
N 0.17558 -0.76101 -1.24063 -0.0231 1.5813 -0.5013 0.029
C -1.14676 -1.21949 0.86867 -0.7335 1.8279 -2.3013 -0.177
C 0.19700 -0.85267 0.23113 2.3128 1.9641 1.2070 -0.333
C 0.58134 0.55984 0.83299 -2.0315 -1.8787 0.8487 -0.246
H 0.59760 1.06873 2.86015 -0.0341 -0.3274 -1.2970 0.119
H -1.33953 -2.40837 -2.28141 0.2884 0.2394 0.1011 0.002
H 1.16320 3.31411 -0.32352 -0.5782 0.5957 -0.1112 0.035
H 1.15175 -0.92629 -1.44206 -0.0095 -0.1634 -0.7895 0.066
H 1.58255 0.73562 0.47917 0.3627 0.6758 -0.0873 0.095
H 0.02168 0.25177 -1.61880 -0.0336 -2.2944 1.2244 0.132
H 2.16508 2.67145 0.46062 0.4522 0.0182 0.6696 0.015
H 1.13365 -1.43782 0.47418 -1.6124 -0.2475 0.1287 0.159
H -0.24258 1.22814 0.53548 0.8371 0.3097 -0.1977 0.121
H -1.61544 -2.12124 0.47162 -0.0630 -0.8443 0.6858 0.117
H -2.39640 -1.37702 -1.91966 0.1063 0.1738 0.0990 0.008
```
Forces are in eV/Å.

Properties
Energy above the lowest of the compared OMol25 structures with the same formula, charge and spin ... 356.3 kJ/mol
Gap between HOMO and LUMO ... 10.02 eV
SMILES ... N[C@H](C=O)CO.O.O
Charge ... 0
HOMO energy ... -9.84 eV

Molecular formula: C5H11N2
Method: DFT, the ωB97M-V functional and the def2-TZVPD basis

XYZ file:
```
18
Properties=species:S:1:pos:R:3:forces:R:3:lowdin_charge:R:1
N 2.48590 0.99467 -0.04846 -3.6983 -1.3901 0.8814 0.126
N -0.31638 2.01902 0.06691 0.0475 0.6665 -0.1310 0.121
C -1.65628 0.05644 -0.79454 -0.4955 -0.7411 0.0689 0.035
C -0.45470 0.64341 0.10209 0.6427 -0.0139 0.3807 -0.449
C -1.80420 0.00818 0.64235 -0.2298 -0.3699 -0.3476 0.015
C 0.93716 -1.59166 0.13891 -0.0302 -0.7153 -0.0717 -0.041
C 0.63244 -0.19224 0.09744 3.4643 2.7435 -0.6791 0.094
H 3.15671 0.27785 0.21473 -0.0310 -0.2741 -0.1670 0.014
H -2.44200 0.72210 1.14584 0.2008 0.2100 -0.0558 0.135
H 2.48366 1.09621 -1.05963 0.0404 -0.2480 -0.2549 0.021
H -1.70085 -0.93368 1.16122 0.0713 -0.0496 -0.0424 0.125
H 0.59878 2.34957 0.33658 0.0456 0.0202 0.0648 0.086
H -2.12771 0.84656 -1.36104 0.2130 0.1857 0.0693 0.137
H 0.08962 -2.22612 -0.13030 -0.0707 -0.0444 0.0804 0.104
H -1.08300 2.56908 0.42333 0.0899 -0.0789 0.0708 0.114
H -1.43975 -0.83879 -1.35929 0.0052 -0.0678 0.0880 0.122
H 1.79222 -1.84132 -0.49881 -0.2056 0.1187 0.0273 0.110
H 1.24877 -1.84667 1.16122 -0.0595 0.0484 0.0181 0.131
```
Forces are in eV/Å.

Properties
Energy above the lowest of the compared OMol25 structures with the same formula, charge and spin ... 501.3 kJ/mol
Gap between HOMO and LUMO (alpha / beta) ... 8.11 / 8.11 eV
Charge ... +1
HOMO energy (alpha / beta) ... -13.58 / -13.58 eV

Molecular formula: C7H16O
Method: DFT, the ωB97M-V functional and the def2-TZVPD basis

XYZ file:
```
24
Properties=species:S:1:pos:R:3:forces:R:3:lowdin_charge:R:1
O -3.08757 -4.67236 0.66111 0.7064 -1.2412 0.5250 -0.077
C 1.09090 2.51466 0.34683 1.2517 0.6924 1.7717 -0.211
C 0.13239 0.71787 -1.12027 -0.6011 0.4793 0.4575 -0.193
C 0.51105 1.13405 0.29957 -1.2299 0.0375 -2.2899 -0.326
C 0.16951 0.45164 1.37292 1.1668 0.2691 2.0522 0.046
C -0.08836 -0.75299 -1.35045 0.2020 -1.1681 -1.2804 -0.273
C -1.50118 -1.26942 -1.01149 0.8742 -0.3003 -0.1484 -0.097
C 2.53187 2.49685 0.92158 1.5595 0.2880 -0.7611 -0.108
H 2.78177 3.39112 1.49668 -0.4134 -0.1265 0.3480 0.063
H 0.11131 -0.99748 -2.40916 -0.4507 0.5220 -0.0045 0.101
H 3.37369 2.51241 0.20476 -0.6860 -0.0718 -0.5097 0.067
H -2.28248 -5.08226 1.04296 -0.2937 0.8283 -0.2914 0.045
H -3.62979 -5.47486 0.64520 -0.4037 0.4210 -0.2377 0.033
H 0.58387 3.15666 1.07282 -0.5279 -0.3151 -0.0672 0.107
H 1.05834 3.09568 -0.57140 -0.0529 -0.4611 -0.3452 0.104
H -0.21110 -0.53644 1.58693 -0.2461 -0.1213 -1.0525 0.059
H 0.70949 -1.37982 -0.94238 -0.1299 0.2145 0.7940 0.108
H -1.74558 -2.14035 -1.62276 -0.1081 0.1919 -0.1633 0.067
H 0.76098 1.18158 -1.87401 0.7866 -0.2241 0.1220 0.105
H 0.50058 0.88958 2.32180 -0.2474 0.1444 -0.1086 0.069
H 2.79871 1.60280 1.47925 -0.5836 0.0194 0.4773 0.064
H -1.56764 -1.64397 0.00352 -0.2181 0.3596 0.3155 0.052
H -2.19498 -0.45593 -1.20578 -0.3564 -0.1849 0.1623 0.071
H -0.80578 1.26097 -1.34822 0.0017 -0.2529 0.2343 0.124
```
Forces are in eV/Å.

Properties
Energy above the lowest of the compared OMol25 structures with the same formula, charge and spin ... 158.2 kJ/mol
Gap between HOMO and LUMO ... 9.92 eV
SMILES ... C=C(CC)CCC.O
Charge ... 0
HOMO energy ... -9.10 eV

What is the charge in the second record? 0

Repeat the fourth record exactly.
Molecular formula: C7H16O
Method: DFT, the ωB97M-V functional and the def2-TZVPD basis

XYZ file:
```
24
Properties=species:S:1:pos:R:3:forces:R:3:lowdin_charge:R:1
O -3.08757 -4.67236 0.66111 0.7064 -1.2412 0.5250 -0.077
C 1.09090 2.51466 0.34683 1.2517 0.6924 1.7717 -0.211
C 0.13239 0.71787 -1.12027 -0.6011 0.4793 0.4575 -0.193
C 0.51105 1.13405 0.29957 -1.2299 0.0375 -2.2899 -0.326
C 0.16951 0.45164 1.37292 1.1668 0.2691 2.0522 0.046
C -0.08836 -0.75299 -1.35045 0.2020 -1.1681 -1.2804 -0.273
C -1.50118 -1.26942 -1.01149 0.8742 -0.3003 -0.1484 -0.097
C 2.53187 2.49685 0.92158 1.5595 0.2880 -0.7611 -0.108
H 2.78177 3.39112 1.49668 -0.4134 -0.1265 0.3480 0.063
H 0.11131 -0.99748 -2.40916 -0.4507 0.5220 -0.0045 0.101
H 3.37369 2.51241 0.20476 -0.6860 -0.0718 -0.5097 0.067
H -2.28248 -5.08226 1.04296 -0.2937 0.8283 -0.2914 0.045
H -3.62979 -5.47486 0.64520 -0.4037 0.4210 -0.2377 0.033
H 0.58387 3.15666 1.07282 -0.5279 -0.3151 -0.0672 0.107
H 1.05834 3.09568 -0.57140 -0.0529 -0.4611 -0.3452 0.104
H -0.21110 -0.53644 1.58693 -0.2461 -0.1213 -1.0525 0.059
H 0.70949 -1.37982 -0.94238 -0.1299 0.2145 0.7940 0.108
H -1.74558 -2.14035 -1.62276 -0.1081 0.1919 -0.1633 0.067
H 0.76098 1.18158 -1.87401 0.7866 -0.2241 0.1220 0.105
H 0.50058 0.88958 2.32180 -0.2474 0.1444 -0.1086 0.069
H 2.79871 1.60280 1.47925 -0.5836 0.0194 0.4773 0.064
H -1.56764 -1.64397 0.00352 -0.2181 0.3596 0.3155 0.052
H -2.19498 -0.45593 -1.20578 -0.3564 -0.1849 0.1623 0.071
H -0.80578 1.26097 -1.34822 0.0017 -0.2529 0.2343 0.124
```
Forces are in eV/Å.

Properties
Energy above the lowest of the compared OMol25 structures with the same formula, charge and spin ... 158.2 kJ/mol
Gap between HOMO and LUMO ... 9.92 eV
SMILES ... C=C(CC)CCC.O
Charge ... 0
HOMO energy ... -9.10 eV